# 1
# C13H14IN3OV

C13H14IN3OV as an isolated structure (wB97M-V/def2-TZVPD, the OMol25 dataset).

```
33
C13H14IN3OV | the OMol25 dataset | wB97M-V/def2-TZVPD
I 2.75180 -0.13505 -0.35357
V 0.34256 -0.19462 -0.08489
O 0.06508 -0.15457 4.40060
N -0.28206 1.16028 2.58661
N -0.33398 -1.32452 -1.70043
N -0.07249 1.28246 -1.68976
C 0.09152 2.62770 -1.64824
C -0.47156 -1.50011 -4.11362
C -0.54341 -3.48136 -2.77263
C -0.35491 -0.73167 -2.93845
C 0.23775 -1.66270 1.52825
C 0.16824 3.43863 -2.78448
C 0.00720 0.04767 3.21929
C -0.19106 0.71566 -2.92987
C -0.09273 1.47856 -4.11405
C 0.08523 2.85552 -4.04674
C 0.20900 1.46796 1.21651
C -0.57255 -2.88532 -4.03278
C -0.42597 -2.67926 -1.64229
H -0.14382 0.95662 -5.06730
H 0.37791 -2.43242 0.72769
H 1.08810 -1.83599 2.20583
H -0.39496 -3.11930 -0.65252
H -0.52532 1.93502 3.21978
H -0.43809 2.24082 0.81492
H 1.21199 1.89348 1.33403
H -0.67313 -1.98889 2.06545
H 0.15572 3.45600 -4.95231
H -0.67987 -3.49189 -4.92878
H 0.30992 4.51113 -2.65019
H -0.60796 -4.55961 -2.62571
H 0.18076 3.08817 -0.67055
H -0.47871 -0.97822 -5.06942
```

Values from the calculation:
DFT total energy = -1984.88331 Eh
Multiplicity = 4
Expectation value of S² = 3.796

From a natural (NBO) analysis of the wavefunction, the atomic charges in e read: -0.33, 1.11, -0.60, -0.68, -0.50, -0.46, 0.09, -0.21, -0.24, 0.19, -1.12, -0.23, 0.67, 0.16, -0.21, -0.14, -0.66, -0.13, 0.08, 0.22, 0.16, 0.24, 0.24, 0.37, 0.17, 0.20, 0.22, 0.23, 0.23, 0.24, 0.24, 0.23, 0.22



# 2
# C5H13N2O

An isolated ion of composition C5H13N2O and charge -2 (wB97M-V/def2-TZVPD, the OMol25 dataset).

```
21
C5H13N2O | the OMol25 dataset | wB97M-V/def2-TZVPD
O -0.97874 -1.25549 2.26989
N 0.11231 2.68561 -1.16211
N -0.21012 -1.13689 -0.88509
C -0.37035 -2.13447 1.55334
C 0.51580 1.34205 -0.97478
C -0.62683 0.31232 -0.73037
C 1.44404 1.26479 0.21261
C -1.02330 -2.02901 0.04016
H -1.40099 0.42350 -1.50168
H -2.05173 -1.64845 0.25472
H 1.08620 1.08878 -1.93822
H 2.13579 0.43431 0.15966
H 0.77706 -1.94283 1.42951
H 0.74699 -1.12028 -0.43384
H 0.66364 3.33461 -0.69972
H 1.82531 2.21583 0.55627
H -1.16964 -2.96058 -0.41569
H 0.79654 0.86908 1.01827
H -0.96172 0.54717 0.37735
H -0.93350 2.84288 -1.01997
H -0.37677 -3.13292 1.88968
```

Values from the calculation:
DFT total energy = -382.82780 Eh
Multiplicity = 2
Total charge = -2
Expectation value of S² = 0.751

From a natural (NBO) analysis of the wavefunction, the atomic charges in e read: -0.94, -1.11, -0.67, 0.02, -0.21, -0.26, -0.96, -0.28, 0.17, 0.18, 0.14, 0.18, 0.02, 0.34, 0.29, 0.17, 0.13, 0.21, 0.21, 0.31, 0.06



# 3
# C45H43FNO22

A 6-piece molecular cluster, C45H43FNO22 overall (wB97M-V/def2-TZVPD, the OMol25 dataset).

```
112
C45H43FNO22 | the OMol25 dataset | wB97M-V/def2-TZVPD
F 8.39511 3.92139 -3.58807
O 0.38974 -3.46712 7.83006
O -4.30850 -1.84273 4.44868
O 2.07457 0.40997 4.20329
O -10.53739 -7.41236 5.08434
O -7.97904 -6.61368 4.60635
O 4.26961 8.24459 -1.45016
O -2.79966 -4.05555 -0.43746
O -0.55118 -0.20943 4.57050
O 2.21390 2.67773 -8.28031
O 3.00803 -2.78626 7.52627
O 4.89452 6.86345 0.27238
O -1.18106 -2.38030 0.97418
O 6.97180 0.53413 -7.40268
O 6.70280 3.20184 -6.95627
O 2.46752 -0.00976 -8.64127
O -9.51115 -2.22160 5.30884
O -6.16939 -3.57202 -0.82684
O -8.00621 0.54964 -3.59800
O -5.89051 -3.58731 3.07883
O -5.32185 0.10286 -3.63721
O -8.86437 -3.17688 -0.85909
O -12.04988 -3.02830 5.87322
N 6.50489 4.86219 -4.75602
C -10.31948 -6.21537 5.15786
C 4.44417 3.01466 -7.60197
C 2.92152 -0.25918 -0.77247
C 6.78324 5.45166 -2.18657
C -4.81820 -3.30975 2.56905
C 7.22403 4.73074 -3.51263
C 7.99688 3.83198 -0.40650
C 4.72664 0.18248 -8.02718
C 4.87449 7.19268 -1.10789
C -11.09006 -3.94021 5.55428
C 1.70896 -0.53636 5.11305
C 3.53100 0.73782 -8.24312
C -4.39451 -3.86457 1.27956
C -8.67125 -4.39385 4.94932
C 5.63479 2.45801 -7.38393
C -0.15549 -1.86107 6.20453
C -3.20571 -3.54959 0.76164
C 6.81279 2.99992 0.28982
C -8.51343 -1.30420 -2.23468
C 6.10641 1.92007 -0.70969
C -2.70160 -2.05794 2.74734
C -2.26888 -2.63200 1.46940
C -11.36506 -5.24523 5.50020
C -7.60732 -0.41412 -2.96730
C 1.74242 -0.82949 0.15206
C 2.20745 -2.19343 6.82487
C 3.31027 2.19965 -8.05783
C 5.31603 5.66084 -4.89140
C -9.72194 -3.42230 5.26799
C 7.61013 5.33058 -0.83141
C 5.86311 1.00107 -7.59544
C 4.76229 6.42496 -3.67276
C 5.50278 6.33031 -2.28498
C 0.67275 0.26667 0.63772
C 5.13736 0.97446 0.19573
C -6.57342 -2.62792 -1.48450
C 3.57734 1.12131 -0.26810
C 0.25306 -0.82684 5.24940
C 0.75397 -2.50329 6.94159
C -8.94498 -5.69923 4.89851
C -3.89210 -2.36996 3.26415
C -5.66981 -1.75184 -2.23671
C -6.14835 -0.71782 -2.93178
C 2.61795 -1.17538 5.85180
C -8.03530 -2.34051 -1.54218
H 1.08196 0.70372 1.62724
H -0.35771 -0.15516 0.88788
H 1.22397 -3.77542 8.23579
H -8.27965 -3.83990 -0.44251
H 1.72454 0.61927 -8.72979
H 3.67701 -0.97238 5.76410
H -9.57137 -1.08318 -2.28304
H 4.75273 5.75368 -5.88517
H 2.13184 -1.43155 1.05186
H 8.83823 3.92644 0.38330
H 7.13217 5.83540 0.07156
H 5.53304 2.51311 -1.50201
H 6.86583 4.38100 -5.61431
H -12.35387 -5.63394 5.70348
H 0.64710 1.13797 -0.10399
H 4.26634 4.07149 -7.45458
H -5.19556 -2.22220 4.60463
H 2.61394 -0.12757 -1.86480
H 7.44573 2.56708 -6.87634
H -5.08134 -4.52968 0.77851
H 4.15700 6.22293 0.45313
H -7.67892 -4.00624 4.76088
H 1.15399 -1.59291 -0.48766
H 5.46520 -0.13198 0.17347
H -1.91039 -3.68050 -0.58929
H 3.03565 1.62289 0.60161
H 7.30902 2.34869 1.10942
H -8.42777 -7.48163 4.63016
H -1.21350 -2.07458 6.28095
H -4.61320 -1.98203 -2.20080
H -2.01910 -1.37905 3.24251
H 4.90171 -0.87667 -8.15984
H 3.50429 1.86046 -1.15572
H 5.19689 1.29895 1.28970
H 1.23865 0.72122 3.80335
H -11.60285 -2.15974 5.84346
H -5.90723 0.76921 -4.04827
H 3.76257 -1.05102 -0.76919
H 6.04155 3.64590 0.84697
H 8.43569 3.19194 -1.24618
H 6.91486 1.24324 -1.15158
H 3.83162 7.07511 -3.84000
H 8.61209 5.88472 -1.01129
```

Values from the calculation:
DFT total energy = -3549.96807 Eh
Total charge = +1

Atom charges from the Mulliken analysis, given in e for atoms 1 to 99: -0.27, -0.56, -0.58, -0.61, -0.61, -0.55, -0.45, -0.60, -0.67, -0.58, -0.60, -0.44, -0.53, -0.60, -0.62, -0.54, -0.63, -0.57, -0.60, -0.53, -0.58, -0.58, -0.56, 0.19, 0.89, -0.95, -0.87, 0.50, 0.96, 0.13, -0.72, -0.94, 0.22, 0.41, 0.31, 0.37, -0.98, -0.76, 0.45, -1.06, 0.23, -0.63, -0.88, -0.29, -0.55, 0.92, -0.96, 0.83, -0.15, 0.85, 0.77, -0.11, 0.98, -0.70, 1.06, -0.75, 0.56, -0.50, -0.67, 0.92, -0.24, 1.06, 0.44, 0.26, -0.07, -0.96, 0.45, -0.75, 0.34, -0.10, 0.09, 0.35, 0.34, 0.36, 0.43, 0.42, 0.30, 0.21, 0.38, 0.36, 0.11, 0.33, 0.41, 0.30, 0.39, 0.31, 0.30, 0.33, 0.44, 0.36, 0.43, 0.19, 0.41, 0.33, 0.21, 0.34, 0.35, 0.50, 0.49



# 4
# C2H2FOV

C2H2FOV as an isolated structure (wB97M-V/def2-TZVPD, the OMol25 dataset).

```
7
C2H2FOV | the OMol25 dataset | wB97M-V/def2-TZVPD
V 2.41649 0.85208 -0.44108
F -1.04187 1.44448 -0.33062
O 0.76997 0.23885 -0.83916
C -0.55484 -0.70255 0.41012
C -0.10657 0.55678 0.11673
H -1.57373 -0.98410 0.14914
H 0.09056 -1.40553 0.93486
```

Values from the calculation:
DFT total energy = -1196.04624 Eh
Multiplicity = 4
Total charge = +1
Expectation value of S² = 3.891

From a natural (NBO) analysis of the wavefunction, the atomic charges in e read: 1.34, -0.32, -0.73, -0.13, 0.39, 0.23, 0.22



- What is the DFT total energy in the third record?
  -3549.96807 Eh